(1)
This record from the OMol25 dataset describes a molecular structure, C18H25N2OsS in a non-equilibrium geometry. The level of theory is wB97M-V/def2-TZVPD.

The net charge is +1. For the HOMO energy (spin up / spin down), the calculation gives -8.4 / -11.4 eV. As for the spin multiplicity: 5. Its LUMO energy (spin up / spin down) is -2.470 / -4.527 eV. As for the total energy: -1298.83794 Ha. The energy relative to the best compared isomer or geometry (same formula, charge and spin) comes out at 0.000 eV.

Atoms and positions in Å:
C: -2.13034 0.21965 -4.20543
H: 0.25538 -3.18098 -0.03433
H: 0.96068 1.69468 -3.84168
C: 2.01929 -1.26513 0.03897
H: 1.20073 -0.65040 -4.43398
H: -2.58948 0.40172 -5.19483
C: 1.37418 0.82241 -0.65379
H: 1.95481 1.52499 5.94811
C: -2.62429 -1.62751 0.74594
H: 0.90142 -1.29670 3.94279
C: -0.09064 1.71975 -4.15789
H: 2.56082 -0.63967 2.10782
H: 1.31123 -0.89253 -2.05469
C: 1.34317 1.75365 5.09122
C: -0.66600 0.36933 -4.25196
C: 1.51878 -0.52216 -1.05990
H: -3.55773 -1.49894 1.29511
C: -1.56225 -2.48887 1.12396
H: -2.58005 0.94152 -3.50919
C: -0.58126 -2.49213 0.06974
C: 0.15734 -0.73303 -4.77005
C: -0.01704 1.31031 3.35804
H: -1.55108 -3.13734 2.00241
C: 1.07304 2.93337 4.48236
H: 2.22586 -2.32793 0.04368
H: -0.65651 2.34336 -3.45107
S: -1.06104 0.49519 2.24686
H: -0.42289 -0.91061 5.06796
Os: 0.18673 -0.43262 0.50724
C: -2.32130 -1.05674 -0.51905
H: 1.01577 1.64167 -1.26692
H: -2.42827 -0.79195 -3.89735
H: -0.23567 -1.71288 -4.46059
N: 0.24417 2.64235 3.40010
C: 1.75750 0.90085 0.69988
H: -0.69489 -1.55141 -1.99389
C: -1.06762 -1.59821 -0.97052
H: 1.76570 1.80403 1.29499
C: 0.59946 -0.64783 4.77310
C: 2.17101 -0.38112 1.13004
H: -0.11785 2.23940 -5.13340
H: 1.40298 3.93445 4.69171
H: 1.27186 -0.78008 5.62436
H: -2.96678 -0.39855 -1.10551
H: -0.19270 3.30339 2.76491
N: 0.66074 0.75871 4.38998
H: 0.18306 -0.73944 -5.87524

Here are the natural (NBO) charges for atoms 1 to 6, given in e: number 1, C, carries -0.672; number 2, H, carries 0.248; number 3, H, carries 0.208; number 4, C, carries -0.284; number 5, H, carries 0.207; number 6, H, carries 0.223

=====

(2)
This record from the OMol25 dataset describes 2 unconnected molecules or ions with the total composition H4NO2PS in a non-equilibrium geometry. The level of theory is wB97M-V/def2-TZVPD.

The net charge is 0. For the HOMO energy (spin up / spin down), the calculation gives -10.1 / -10.5 eV. Its LUMO energy (spin up / spin down) is -1.503 / -1.885 eV. As for the total energy: -947.01031 Ha. The energy relative to the best compared isomer or geometry (same formula, charge and spin) comes out at 7.019 eV.

Atoms and positions in Å:
H: 1.62292 0.81859 -1.68067
S: 1.02115 -0.27823 0.07768
H: 0.88044 1.69945 -0.47174
O: 2.16518 -1.02070 -0.37306
O: 1.02172 0.40863 1.35652
P: -0.90189 -1.50532 -0.04307
H: 0.62087 -2.48733 1.44107
H: -1.31112 -0.79649 0.99227
N: 0.79736 0.97722 -1.14742

Here are the natural (NBO) charges for atoms 1 to 6, given in e: number 1, H, carries 0.389; number 2, S, carries 1.951; number 3, H, carries 0.384; number 4, O, carries -0.938; number 5, O, carries -0.944; number 6, P, carries 0.219

=====

(3)
This record from the OMol25 dataset describes 3 unconnected molecules or ions with the total composition C4H16NO3 in a non-equilibrium geometry. The level of theory is wB97M-V/def2-TZVPD.

The net charge is +1. For the HOMO energy, the calculation gives -14.3 eV. Its LUMO energy is -2.950 eV. As for the total energy: -442.21700 Ha. The energy relative to the best compared isomer or geometry (same formula, charge and spin) comes out at 1.295 eV.

Atoms and positions in Å:
H: 1.22337 -2.47170 1.47380
C: -0.70480 0.82347 -1.42511
O: -0.42202 -1.49408 -3.54528
H: 0.10046 -1.40298 2.22995
O: 1.82723 1.34775 2.41913
O: -1.77424 1.72305 -1.23204
C: 0.53952 -0.88643 0.15132
H: -1.81542 2.52031 -1.74406
H: 2.67969 1.18346 2.03521
H: 1.98303 1.37376 3.37398
H: -1.21344 1.03189 1.75172
H: 0.41443 1.19690 1.39760
H: 0.40731 -1.25622 -3.17296
C: 0.32074 -1.89226 1.27181
H: 0.29268 1.25997 -1.63877
H: -1.64664 -0.23635 0.16438
H: 1.47253 -0.33665 0.24081
H: 0.46894 -1.42357 -0.80828
H: -0.69185 2.09611 0.48476
H: -0.83942 -2.17115 -2.97689
C: -0.61871 0.04561 -0.10441
N: -0.55457 1.23989 1.01027
H: -0.94551 0.27228 -2.33756
H: -0.50331 -2.54304 0.98063

Here are the natural (NBO) charges for atoms 1 to 6, given in e: number 1, H, carries 0.240; number 2, C, carries -0.126; number 3, O, carries -0.927; number 4, H, carries 0.204; number 5, O, carries -0.966; number 6, O, carries -0.750

=====

(4)
This record from the OMol25 dataset describes 2 unconnected molecules or ions with the total composition C3H6N2O2 in a non-equilibrium geometry. The level of theory is wB97M-V/def2-TZVPD.

The net charge is 0. For the HOMO energy (spin up / spin down), the calculation gives -9.4 / -9.4 eV. Its LUMO energy (spin up / spin down) is -0.586 / -0.582 eV. As for the total energy: -377.69509 Ha. The energy relative to the best compared isomer or geometry (same formula, charge and spin) comes out at 7.191 eV.

Atoms and positions in Å:
H: 1.34215 -1.19399 0.10954
C: -0.45795 1.28082 -0.57673
C: -0.11597 0.32956 0.50807
H: 0.34122 0.73677 1.40534
O: -2.85551 1.73396 2.29139
H: -0.20734 -1.41565 -0.72521
H: -0.08135 -1.75574 1.00394
N: -2.24426 2.14993 1.38105
N: -1.47183 0.66583 0.20845
O: -1.96535 3.20123 0.93514
H: -0.27601 2.34047 -0.41374
C: 0.26227 -1.10091 0.20475
H: -0.42656 0.98650 -1.61802

Here are the natural (NBO) charges for atoms 1 to 6, given in e: number 1, H, carries 0.218; number 2, C, carries -0.311; number 3, C, carries -0.118; number 4, H, carries 0.211; number 5, O, carries -0.288; number 6, H, carries 0.216

=====

Question: What is the energy relative to the best compared isomer or geometry (same formula, charge and spin) in the fourth record?
Answer: 7.191 eV